A.
# C2O3

A cluster of 2 separate species, C2O3 in total (ωB97M-V with the def2-TZVPD basis set, the OMol25 dataset).

HOMO energy, Ha: -0.479
HOMO-LUMO gap, eV: 13.6

XYZ file:
```
5
C2O3, DFT ωB97M-V with the def2-TZVPD basis set
C 2.398 -0.307 0.224
C -1.981 0.155 -0.102
O -2.672 -0.535 0.474
O -1.275 0.913 -0.600
O 3.529 -0.226 0.005
```



B.
# C2O3

A cluster of 2 separate species, C2O3 in total (ωB97M-V with the def2-TZVPD basis set, the OMol25 dataset).

HOMO energy, Ha: -0.478
HOMO-LUMO gap, eV: 13.7

XYZ file:
```
5
C2O3, DFT ωB97M-V with the def2-TZVPD basis set
C 1.322 -0.413 0.320
C -2.185 0.984 -0.862
O 1.315 -1.290 1.015
O -1.775 0.225 -0.056
O 1.323 0.494 -0.416
```



The least stable of them is B.